(1)
C4H4F2FeNO16S2 | the ωB97M-V functional and the def2-TZVPD basis

```
30
Properties=species:S:1:pos:R:3
Fe -0.424 -19.676 -2.806
N 0.173 -19.243 -0.970
S 1.642 -19.063 -0.277
O 2.130 -20.205 0.409
O 1.972 -17.747 0.167
F 2.444 -19.081 -1.657
S -0.680 -18.852 0.430
O -0.956 -17.467 0.579
O -0.363 -19.564 1.626
F -1.989 -19.600 0.006
O -3.812 -18.620 -4.270
C -2.692 -19.044 -3.682
O -2.342 -18.691 -2.533
O -1.853 -19.750 -4.325
H -3.900 -19.140 -5.078
O -1.198 -23.789 -2.239
C -1.660 -22.526 -1.912
O -0.979 -21.569 -2.370
O -2.762 -22.442 -1.367
H -2.001 -24.265 -1.982
O 0.944 -19.675 -5.979
C 1.576 -20.457 -5.036
O 1.043 -20.433 -3.887
O 2.520 -21.139 -5.412
H 1.440 -19.861 -6.784
O 0.255 -15.613 -3.435
C 0.878 -16.813 -3.735
O 2.010 -16.735 -4.237
O 0.222 -17.871 -3.508
H 0.975 -15.012 -3.666
```

Spin multiplicity: 6
F_max: 5.331 eV Å⁻¹
Expectation value of S²: 8.757
Net charge: -2
Highest occupied orbital energy (spin up / spin down): -0.137 / -0.133 Eh
HOMO-LUMO gap (spin up / spin down): 8.7 / 8.1 eV

Results of the Löwdin charge analysis, in e, for atoms 1 through 6: 1.114, -0.323, 0.497, -0.252, -0.255, -0.171


(2)
C4H4F2N2 | the ωB97M-V functional and the def2-TZVPD basis

```
12
Properties=species:S:1:pos:R:3
C -1.826 -0.081 0.755
C -1.808 0.073 -0.623
C 0.215 -0.186 0.187
C 2.222 -0.084 0.238
N -0.555 -0.066 1.226
N -0.453 -0.023 -0.992
F 2.390 0.559 1.410
F 2.607 0.762 -0.716
H -2.566 -0.083 1.547
H -2.585 0.091 -1.367
H 2.708 -1.144 0.302
H -0.349 0.182 -1.967
```

F_max: 5.009 eV Å⁻¹
Net charge: 0
Highest occupied orbital energy: -0.328 Eh
HOMO-LUMO gap: 9.8 eV
Energy above the lowest of the compared OMol25 structures with the same formula, charge and spin: 50.74 kcal per mole

Results of the Löwdin charge analysis, in e, for atoms 1 through 6: -0.166, -0.099, -0.196, -0.236, 0.054, 0.060


(3)
C4H4F2N3O | the ωB97M-V functional and the def2-TZVPD basis

```
14
Properties=species:S:1:pos:R:3
C 2.212 1.192 0.173
C -3.012 -0.343 -0.066
C 3.743 -0.645 -0.038
C 0.964 0.689 -0.055
N 3.389 0.535 -0.047
N -3.387 0.712 0.215
N -2.552 -1.486 -0.196
O 4.364 -1.614 -0.115
F -0.051 1.482 0.360
F 0.509 -0.485 -0.436
H 2.288 2.224 0.644
H -3.873 1.592 0.008
H -2.987 -2.242 -0.680
H -1.606 -1.611 0.234
```

F_max: 3.758 eV Å⁻¹
Net charge: +1
Highest occupied orbital energy: -0.444 Eh
HOMO-LUMO gap: 7.4 eV
Energy above the lowest of the compared OMol25 structures with the same formula, charge and spin: 0.00 kcal per mole

Results of the Löwdin charge analysis, in e, for atoms 1 through 6: -0.062, -0.173, -0.264, -0.340, 0.134, 0.372


(4)
C4H4F3N3 | the ωB97M-V functional and the def2-TZVPD basis

```
14
Properties=species:S:1:pos:R:3
C -0.725 1.661 0.882
N -0.167 0.437 0.339
C 0.386 -0.512 1.141
F 0.433 -0.278 2.383
N 0.858 -1.664 0.687
C 0.871 -1.995 -0.525
F 1.246 -3.041 -1.073
N 0.282 -0.879 -1.566
C -0.174 0.208 -1.017
F -0.677 1.134 -1.741
H -0.016 2.495 0.777
H -1.641 1.953 0.354
H -0.945 1.536 1.943
H 0.269 -1.055 -2.584
```

F_max: 4.698 eV Å⁻¹
Net charge: +2
Highest occupied orbital energy: -0.815 Eh
HOMO-LUMO gap: 10.6 eV
Energy above the lowest of the compared OMol25 structures with the same formula, charge and spin: 0.91 kcal per mole

Results of the Löwdin charge analysis, in e, for atoms 1 through 6: 0.083, 0.118, -0.204, 0.343, 0.341, -0.147


(5)
C4H4F3N4OS | the ωB97M-V functional and the def2-TZVPD basis

```
17
Properties=species:S:1:pos:R:3
C -2.257 -0.973 0.535
C -0.926 -0.390 0.420
C 1.616 -0.923 -0.860
C 2.232 -1.541 0.359
N -3.254 -1.006 1.371
N -2.394 -1.885 -0.459
N -4.084 -2.007 0.834
N -3.605 -2.487 -0.235
O -0.491 -0.839 -2.236
F 3.632 -1.581 0.259
F 1.991 -0.881 1.557
F 1.889 -2.768 0.623
S -0.296 -1.496 -0.980
H -0.998 0.672 -0.035
H -0.436 -0.317 1.382
H 1.858 -1.360 -1.801
H 1.664 0.124 -1.133
```

F_max: 4.067 eV Å⁻¹
Net charge: -1
Highest occupied orbital energy: -0.188 Eh
HOMO-LUMO gap: 8.5 eV
Energy above the lowest of the compared OMol25 structures with the same formula, charge and spin: 0.00 kcal per mole

Results of the Löwdin charge analysis, in e, for atoms 1 through 6: -0.575, -0.230, -0.176, -0.644, 0.007, -0.134


(6)
C4H4FN | the ωB97M-V functional and the def2-TZVPD basis

```
10
Properties=species:S:1:pos:R:3
N 0.457 0.672 -2.663
C 0.413 0.162 -1.628
C 0.257 -0.459 -0.362
F 1.146 -1.405 0.022
C 0.156 0.670 1.009
C -0.878 -0.368 0.540
H 0.301 1.636 0.568
H 0.966 0.348 1.606
H -1.087 -1.303 0.969
H -1.732 0.047 -0.060
```

F_max: 4.003 eV Å⁻¹
Net charge: 0
Highest occupied orbital energy: -0.352 Eh
HOMO-LUMO gap: 10.5 eV
Energy above the lowest of the compared OMol25 structures with the same formula, charge and spin: 49.24 kcal per mole

Results of the Löwdin charge analysis, in e, for atoms 1 through 6: 0.167, -0.154, -0.420, 0.045, 0.059, -0.097